Below is a molecular structure, C43H55ClN11OSSr at a distorted geometry, with properties calculated with the ωB97M-V functional and the def2-TZVPD basis.

Structure (XYZ):
```
113
Properties=species:S:1:pos:R:3
Sr 0.3482 1.2054 -1.6929
C 1.4569 4.0346 -3.6897
C 0.8000 4.7135 -2.4702
N 0.8884 3.8912 -1.2359
C 2.1597 4.0018 -0.4956
C 3.2258 2.9828 -0.8162
C 4.4009 3.0056 -0.0617
C 5.3592 1.9864 -0.2218
C 5.1581 1.0223 -1.2140
C 3.9168 0.9651 -1.8050
C 3.5660 -0.2955 -2.5568
N 2.2733 -0.0191 -3.2550
C 2.5491 0.8799 -4.4405
C 1.4430 1.8530 -4.8595
N 0.8464 2.6976 -3.8168
N 2.9585 1.8818 -1.5314
H 2.5689 3.8384 -3.5788
H 1.2010 4.7184 -4.5481
H -0.2480 4.9675 -2.7136
H 1.3440 5.6928 -2.3511
H 0.1553 4.2315 -0.5918
H 2.0132 3.9793 0.5799
H 2.5758 4.9690 -0.8709
H 4.6424 3.9137 0.5828
H 6.2272 1.9276 0.3854
H 5.8616 0.1902 -1.3219
H 3.5023 -1.1193 -1.7842
H 4.3150 -0.7007 -3.1459
H 1.9208 -0.9081 -3.5888
H 2.8567 0.2710 -5.2906
H 3.3949 1.5043 -4.1719
H 0.6395 1.2225 -5.4093
H 1.9309 2.4296 -5.6723
H -0.1576 2.7053 -4.0339
N -4.0203 -1.1381 -0.7495
N -4.6767 0.0349 -1.0877
C -4.1470 1.2996 -1.1757
N -5.0762 2.2461 -1.3790
S -2.5449 1.6483 -0.6942
H -3.0070 -1.0266 -0.5974
H -4.1650 -1.8660 -1.4446
H -5.6790 -0.0925 -1.3242
H -5.9901 1.9017 -1.6536
H -4.8862 3.1251 -1.8483
C -0.0731 -3.6834 -1.7166
C -0.4200 -3.8990 -3.0414
C -0.9634 -2.8235 -3.7288
C -1.0213 -1.4802 -3.1958
C -0.5622 -1.2865 -1.9016
C -0.1705 -2.4012 -1.1980
C -1.8246 -0.5099 -3.9209
C -2.6231 -0.8681 -5.0370
C -3.3494 0.0777 -5.7050
C -3.3081 1.3833 -5.2574
C -4.0789 2.3916 -5.9285
C -4.0125 3.7226 -5.6384
C -3.2566 4.0330 -4.4736
C -2.5757 3.0690 -3.7186
C -2.4996 1.7078 -4.1575
N -1.5958 0.7493 -3.6315
H 0.3715 -4.5436 -1.2011
H -0.4349 -4.8754 -3.4859
H -1.3134 -3.0082 -4.7446
H 0.0241 -2.3005 -0.1307
H -2.8553 -1.8734 -5.4353
H -3.9140 -0.0886 -6.6307
H -4.7574 1.9950 -6.6734
H -4.5543 4.5177 -6.1635
H -3.1719 5.0923 -4.2266
H -2.0876 3.2777 -2.7107
C -1.5778 0.4382 6.9613
C -0.9836 -0.9691 6.6013
C -0.1692 -1.4298 7.8355
C -2.0799 -1.9846 6.4914
C -0.0561 -0.8117 5.3037
O 0.9377 0.1314 5.6821
C 0.7142 -2.1718 4.9642
C 0.1217 -3.4314 4.3196
C 1.1557 -4.3034 3.6156
C 0.8790 -5.1679 2.5637
C 1.8831 -5.9836 2.0337
C 3.2285 -5.9282 2.4957
Cl 4.5406 -6.8330 1.8857
C 3.4457 -5.1096 3.6295
C 2.4760 -4.1944 4.0754
C -0.8943 -0.2768 4.1562
N -0.1882 0.3637 3.0659
C -0.5859 0.9374 1.9045
N 0.5076 1.3362 1.1567
C 1.5010 1.0455 1.9993
N 1.1905 0.4558 3.1248
H -2.1407 0.2436 7.8608
H -2.2581 0.8287 6.2203
H -0.8192 1.1896 7.1778
H -0.9260 -1.3895 8.6339
H 0.6481 -0.7251 8.0723
H 0.2498 -2.4786 7.8423
H -2.7657 -1.8385 7.4000
H -1.6379 -3.0090 6.5576
H -2.7232 -1.9318 5.5915
H 1.5687 0.1589 4.9357
H 1.1835 -2.4003 5.9389
H 1.5323 -1.7873 4.3384
H -0.6428 -3.1508 3.6082
H -0.3662 -4.0522 5.0841
H -0.1369 -5.2147 2.1157
H 1.5572 -6.5860 1.1977
H 4.3647 -5.3175 4.1612
H 2.6131 -3.4902 4.9087
H -1.5299 0.4852 4.6109
H -1.5951 -1.0639 3.7439
H -1.6332 0.9545 1.5883
H 2.5373 1.3147 1.8417
```

## Properties
highest occupied orbital energy: -8.999 eV
multiplicity: 1
charge: +1
LUMO energy: -2.28 eV

Atomic partial charges in e from the Mulliken method, atoms 1 to 5:
1. Sr 0.189
2. C -0.866
3. C -0.971
4. N 0.086
5. C -1.696

---

Below is a single C7H8O molecule at a distorted geometry, with properties calculated with the ωB97M-V functional and the def2-TZVPD basis.

Structure (XYZ):
```
16
Properties=species:S:1:pos:R:3
C 3.0282 0.8955 -0.0391
C 1.8804 0.4956 -0.0157
C 0.4365 0.7062 -0.3055
O 0.0790 2.0057 -0.2126
C -0.2001 -0.4153 0.0886
C 0.3398 -1.8096 -0.0148
C -1.6569 -0.3073 0.2890
C -2.5241 0.6554 -0.0164
H 4.0766 0.8347 0.0465
H 0.9820 2.5308 -0.1878
H 1.4179 -1.8115 -0.1512
H -0.1236 -2.3526 -0.8380
H 0.1275 -2.3474 0.9097
H -2.0708 -1.2285 0.6904
H -2.2119 1.6072 -0.4089
H -3.5805 0.5409 0.1657
```

## Properties
highest occupied orbital energy: -8.118 eV
multiplicity: 1
LUMO energy: 0.66 eV
SMILES: C#C/C(O)=C(\C)C=C

Atomic partial charges in e from the Mulliken method, atoms 1 to 5:
1. C -0.209
2. C -0.805
3. C 0.855
4. O -0.503
5. C 0.586

---

Below is 9 unconnected molecules or ions with the total composition C28H47N9 at a distorted geometry, with properties calculated with the ωB97M-V functional and the def2-TZVPD basis.

Structure (XYZ):
```
84
Properties=species:S:1:pos:R:3
C 15.2552 14.9188 9.3401
C 13.9661 14.1911 9.6559
C 13.1646 14.0345 8.3018
C 13.7810 13.3364 7.2358
N 14.3119 12.8577 6.3043
H 15.9267 15.1704 10.1556
H 15.0890 15.8016 8.7524
H 15.9038 14.2587 8.7610
H 13.3128 14.6500 10.4459
H 14.1370 13.2002 9.9618
H 12.8232 14.9737 7.8419
H 12.2744 13.4396 8.5707
C 13.0051 9.6481 15.1019
C 13.9324 10.4704 14.0644
C 15.3539 9.9220 13.9812
C 15.4098 8.5557 13.5314
N 15.4648 7.4325 13.3570
H 12.8593 8.5832 14.8815
H 12.0651 10.1499 15.0563
H 13.4917 9.7611 16.1439
H 13.8861 11.5297 14.3785
H 13.4396 10.3842 13.0842
H 15.7886 9.9432 14.9793
H 15.8416 10.6152 13.2738
C 9.2609 11.5741 13.3932
C 10.0357 11.6113 12.0871
C 11.3385 12.3677 12.0185
C 11.2672 13.8542 12.0772
N 11.4575 14.9593 11.9538
H 9.4503 12.5781 13.8054
H 9.5627 10.9391 14.2342
H 8.1907 11.4743 13.2611
H 9.3817 12.0535 11.3344
H 10.1747 10.5864 11.7971
H 11.8737 12.1057 11.0962
H 11.9807 12.0967 12.8638
C 17.7588 9.8616 4.4785
C 16.8216 10.8607 5.1530
C 17.2918 12.3276 4.9642
C 17.9952 12.8914 6.1169
N 18.4923 13.3253 7.0666
H 18.6732 9.7759 5.0126
H 17.8346 10.1644 3.4191
H 17.2759 8.8967 4.4631
H 16.8198 10.6298 6.1893
H 15.8131 10.8163 4.7672
H 16.3838 12.9329 4.7732
H 17.8507 12.5034 4.1068
C 18.7461 8.1101 10.7566
C 20.2334 7.8414 10.6031
C 20.8071 7.0023 11.7290
C 20.4011 5.5892 11.9147
N 20.1578 4.4754 11.8297
H 18.4038 8.6664 11.7027
H 18.1327 7.1782 10.7936
H 18.4251 8.6888 9.9173
H 20.7730 8.8057 10.5743
H 20.3290 7.2962 9.6674
H 20.7665 7.4842 12.6919
H 21.8898 6.8801 11.6376
C 12.9426 9.0064 7.1439
C 14.3327 8.6165 6.8268
N 15.3757 8.1640 6.4831
H 12.3586 9.2144 6.2597
H 12.9675 9.8381 7.8872
H 12.5870 8.1218 7.6561
C 19.1731 14.4027 10.0703
C 18.4420 13.6122 11.0455
N 17.9024 12.9202 11.8012
H 19.5562 15.2957 10.4762
H 18.4830 14.7130 9.3306
H 19.9568 13.8021 9.6788
C 13.0988 7.0440 11.0792
C 12.2124 7.8194 11.9040
N 11.5071 8.4795 12.5686
H 12.5591 6.5351 10.2553
H 13.4773 6.2266 11.7130
H 13.9118 7.6068 10.7074
C 16.4221 11.2327 8.9804
C 15.2189 10.9932 9.7773
N 14.1556 10.9828 10.2513
H 16.9791 12.0084 9.4430
H 16.0596 11.6298 8.0325
H 16.9996 10.3279 8.9011
```

## Properties
highest occupied orbital energy: -11.307 eV
multiplicity: 1
LUMO energy: 0.36 eV
SMILES: CCCC#N.CCCC#N.CCCC#N.CCCC#N.CCCC#N.CC#N.CC#N.CC#N.CC#N

Atomic partial charges in e from the Mulliken method, atoms 1 to 5:
1. C -1.043
2. C 0.777
3. C -0.552
4. C 0.300
5. N -0.526

---

Below is a molecular structure, C17H34OP2Sn at a distorted geometry, with properties calculated with the ωB97M-V functional and the def2-TZVPD basis.

Structure (XYZ):
```
55
Properties=species:S:1:pos:R:3
P 0.4879 -1.3107 -2.1281
P -0.5572 -1.2944 1.7114
C 0.7050 -2.2430 -0.6309
C -0.5752 -2.3280 0.1799
H 1.7429 -1.6247 0.0994
H 1.0767 -3.2463 -0.8734
H -1.5104 -2.0899 -0.3695
H -0.6754 -3.3653 0.5585
C -0.1148 -2.5628 2.9346
H -0.0039 -2.0925 3.9210
H 0.8271 -3.0591 2.6659
H -0.9179 -3.3108 2.9842
C -2.1607 -0.6700 2.2104
H -2.6824 -1.3892 2.8615
H -2.8021 -0.5699 1.2979
H -2.0580 0.2992 2.7180
C 1.7336 -1.9966 -3.2545
H 2.0637 -1.2369 -3.9746
H 1.2582 -2.8349 -3.7894
H 2.5964 -2.3771 -2.6890
C -1.0372 -1.5242 -3.0696
H -1.9070 -1.7328 -2.4296
H -0.8655 -2.3994 -3.7223
H -1.2379 -0.6495 -3.7089
Sn -3.4939 1.3181 0.0931
C 1.0732 -0.3220 1.6633
C 2.1912 -1.1376 1.1100
C 3.4512 -0.3271 0.8401
C 3.3950 0.6985 -0.3242
C 2.5665 0.3521 -1.4887
C 1.1221 0.3835 -1.6603
C 0.2044 0.9015 -0.5185
C 0.7337 1.0084 0.9201
C -2.7824 2.8145 -1.3494
H 1.2523 -0.0872 2.7208
H 2.4448 -2.0173 1.7277
H 4.2678 -1.0426 0.6802
H 3.7400 0.1888 1.7595
H 3.1741 1.7123 0.0432
H 4.4270 0.7816 -0.7074
H 3.1424 0.1665 -2.4183
H 0.8767 0.9371 -2.5954
H -0.7270 0.3008 -0.5131
H -0.1495 1.8977 -0.8346
H 1.5661 1.7139 0.9622
H -0.0614 1.5071 1.5105
H -3.5661 3.5557 -1.6026
H -2.5518 2.1057 -2.1714
H -1.8700 3.2775 -0.9107
C -3.2552 4.5140 1.5133
C -2.7242 3.1175 1.4463
O -1.7234 2.6770 2.0016
H -4.3412 4.5250 1.7082
H -3.0339 5.0350 0.5713
H -2.7342 5.0526 2.3203
```

## Properties
highest occupied orbital energy (spin up / spin down): -12.861 / -12.859 eV
multiplicity: 1
charge: +2
LUMO energy (spin up / spin down): -6.46 / -7.62 eV

Atomic partial charges in e from the Mulliken method, atoms 1 to 5:
1. P 0.716
2. P 0.854
3. C -0.296
4. C -1.133
5. H -0.796

---

Below is a gas-phase ion, C5H10N (charge +1) at a distorted geometry, with properties calculated with the ωB97M-V functional and the def2-TZVPD basis.

Structure (XYZ):
```
16
Properties=species:S:1:pos:R:3
C -2.7330 -0.0177 0.2659
C -1.2021 -0.2683 0.0530
C -0.4034 0.5252 -0.6811
C 1.2987 0.3179 -0.7645
C 1.6866 -0.8456 -0.0263
N 1.9648 0.4519 0.5089
H -2.7326 0.3131 1.3594
H -3.1250 0.8446 -0.4374
H -3.3473 -0.9579 0.3077
H -0.8080 -1.3028 0.2425
H -0.5640 1.5204 -1.1346
H 1.7835 0.6839 -1.6516
H 0.9830 -1.3163 0.5502
H 2.4344 -1.4907 -0.4553
H 1.7030 0.7780 1.4680
H 3.0613 0.7644 0.3953
```

## Properties
highest occupied orbital energy: -13.959 eV
multiplicity: 1
charge: +1
LUMO energy: -3.63 eV
SMILES: C/C=C/[C@@H]1C[NH2+]1

Atomic partial charges in e from the Mulliken method, atoms 1 to 5:
1. C -0.986
2. C -0.033
3. C -0.366
4. C 0.027
5. C -0.495

---

Below is a single H2NO2P molecule at a distorted geometry, with properties calculated with the ωB97M-V functional and the def2-TZVPD basis.

Structure (XYZ):
```
6
Properties=species:S:1:pos:R:3
N -1.7180 -0.3769 -0.1023
O -0.0424 1.5859 0.2886
O 1.7325 -0.3966 0.0817
P -0.1875 0.1584 0.0381
H -1.9679 -1.3465 -0.0027
H 2.1833 0.3756 -0.3034
```

## Properties
highest occupied orbital energy (spin up / spin down): -11.170 / -11.170 eV
multiplicity: 1
LUMO energy (spin up / spin down): -1.89 / -1.89 eV

Atomic partial charges in e from the Mulliken method, atoms 1 to 5:
1. N -0.464
2. O -0.423
3. O -0.552
4. P 0.847
5. H 0.249

---

Asked for ΔE to the lowest compared entry with this formula, charge and spin across the records above, the calculation gives 20.62; 99.92; 16.17; 18.04; 71.13; 50.69 kcal per mole in order.